1.
5 unconnected molecules or ions with the total composition C36H72FN5OP at a distorted geometry. Source: the OMol25 dataset; level of theory: ωB97M-V/def2-TZVPD.

Values from the calculation:
**E_HOMO**: -11.513 eV
**Charge**: +1

Positions of all 116 atoms, in Å:
C -1.50843 2.98464 -0.16633
C -1.53598 3.26728 -1.68783
C -0.38204 4.15677 -2.13594
C -0.10850 4.07672 -3.64557
C 0.83283 2.90834 -3.98711
C 2.31307 3.32949 -4.16848
C 3.11370 2.91568 -2.94494
C 4.60736 3.21440 -3.06545
C 5.26503 2.73064 -1.75824
C 5.08583 3.82906 -0.66812
C 4.28676 3.36795 0.54815
C 5.08973 2.32074 1.32969
P 4.15781 1.43289 2.60498
N 5.31227 0.90403 3.74571
C 3.41738 -0.10166 1.97679
C 2.64938 0.10159 0.63330
C 1.21327 -0.44630 0.79427
C 1.14083 -1.92785 0.46257
C 1.27391 -2.17635 -1.05531
O 0.07332 -2.58812 -1.65411
C -0.32643 -3.88864 -1.26198
C 2.92775 2.48283 3.54120
C 1.52609 1.90115 3.51017
F 2.92974 3.78696 3.15021
H -2.32968 3.51281 0.29694
H -0.56952 3.33077 0.25812
H -1.61285 1.91937 0.02214
H -1.49659 2.33348 -2.24723
H -2.49133 3.72706 -1.92526
H -0.66180 5.18488 -1.91009
H 0.51037 3.92204 -1.56007
H -1.05779 3.92156 -4.14863
H 0.32718 5.02193 -3.94986
H 0.46208 2.38321 -4.85868
H 0.80499 2.21281 -3.14754
H 2.69590 2.84004 -5.06299
H 2.36647 4.40041 -4.34527
H 2.71816 3.47459 -2.09525
H 3.00865 1.84877 -2.76775
H 4.78218 4.27823 -3.19019
H 5.05460 2.70513 -3.91406
H 4.73887 1.83882 -1.42546
H 6.32228 2.52060 -1.88508
H 6.05375 4.22160 -0.36708
H 4.53956 4.66973 -1.08546
H 4.20306 4.24325 1.18249
H 3.30344 3.02243 0.25337
H 5.99150 2.71533 1.79311
H 5.42419 1.55971 0.62101
H 5.82959 1.72640 4.05740
H 4.80264 0.56947 4.56310
H 2.82469 -0.58497 2.74611
H 4.28413 -0.73380 1.79636
H 2.65478 1.13969 0.32451
H 3.15520 -0.53428 -0.08801
H 0.90180 -0.32424 1.82823
H 0.52036 0.12755 0.18278
H 0.20989 -2.34251 0.83621
H 1.94567 -2.45663 0.97981
H 2.05868 -2.91070 -1.25820
H 1.55473 -1.24769 -1.54586
H -1.10836 -3.78992 -0.50864
H 0.48281 -4.46979 -0.81087
H -0.71165 -4.44529 -2.10884
H 3.22636 2.46664 4.58919
H 1.54007 0.89576 3.91706
H 0.91822 2.48386 4.19216
H 1.10704 1.89605 2.51121
C -5.52732 -0.58343 0.29824
C -6.25722 0.30964 -0.69723
C -5.42596 1.52110 -1.13412
C -5.09561 2.36521 0.02061
N -4.85680 3.01698 0.92511
H -5.30462 -0.05119 1.22520
H -6.14448 -1.44382 0.55571
H -4.58751 -0.95301 -0.11874
H -7.19302 0.64766 -0.25285
H -6.51745 -0.27579 -1.57987
H -5.98035 2.12290 -1.85459
H -4.49710 1.19893 -1.60864
C -3.29850 -7.76012 2.08793
C -2.03872 -7.56747 1.25128
C -1.23416 -6.32895 1.66188
C -2.03547 -5.11042 1.49685
N -2.66044 -4.16473 1.35899
H -3.99104 -6.92621 1.96590
H -3.82218 -8.66558 1.78307
H -3.05563 -7.85117 3.14843
H -2.31512 -7.49070 0.19791
H -1.40173 -8.44797 1.35175
H -0.33692 -6.23860 1.04796
H -0.92326 -6.40299 2.70488
C -8.89724 1.27871 3.05768
C -9.88879 1.92386 2.09567
C -10.81064 0.90513 1.41546
C -10.02650 -0.05491 0.63026
N -9.39512 -0.79229 0.02405
H -8.22174 0.59663 2.53826
H -8.28385 2.04023 3.53898
H -9.41564 0.71832 3.83827
H -9.33875 2.48343 1.33613
H -10.50292 2.64282 2.64039
H -11.50886 1.41066 0.74850
H -11.39151 0.35667 2.15789
C 4.80806 -4.74589 -0.76620
C 6.04074 -4.51223 -1.63166
C 6.78737 -3.22380 -1.26908
C 5.92389 -2.04945 -1.45264
N 5.25803 -1.13047 -1.60763
H 4.07202 -3.95116 -0.89810
H 4.32539 -5.68483 -1.03627
H 5.07459 -4.79524 0.29221
H 5.74291 -4.47912 -2.68097
H 6.72322 -5.35558 -1.51934
H 7.66802 -3.10452 -1.89986
H 7.11897 -3.25360 -0.23023


2.
A molecular structure, C16H20BrN3O2RuS at a distorted geometry. Source: the OMol25 dataset; level of theory: ωB97M-V/def2-TZVPD.

Values from the calculation:
**⟨S²⟩**: 0.775
**E_HOMO (spin up / spin down)**: -11.487 / -11.481 eV
**Charge**: +1
**ΔE to the lowest compared entry with this formula, charge and spin**: 1.122 eV
**2S+1**: 2

Positions of all 44 atoms, in Å:
Ru 0.16599 0.05047 0.20201
N 0.69793 0.53768 2.31929
C 2.16523 0.59706 2.58495
C 2.85189 1.31670 1.43851
C 3.84303 0.42874 0.69395
C 3.14206 -0.69946 -0.06200
N 2.07185 -0.16222 -0.93637
H 0.30563 1.47015 2.43002
H 0.25677 -0.05863 3.01275
H 2.50255 -0.43849 2.65273
H 2.38913 1.07144 3.54154
H 3.32776 2.24317 1.75812
H 2.06931 1.61496 0.73608
H 4.56007 -0.03981 1.37180
H 4.42017 1.05373 0.00766
H 2.66247 -1.38831 0.63513
H 3.88925 -1.27029 -0.61709
H 1.78872 -0.84628 -1.63749
H 2.43012 0.65203 -1.42833
O -1.02089 -0.35297 -3.64841
C -1.17633 0.12787 -2.54933
O -0.80583 -0.45585 -1.44320
C -1.92960 1.42082 -2.40876
C -2.68439 1.84302 -3.49076
C -3.42789 3.01391 -3.43815
C -3.42531 3.79917 -2.29010
C -2.66901 3.40919 -1.20450
C -1.91630 2.22044 -1.25348
S -0.96786 1.93762 0.15798
H -2.67352 1.22591 -4.37879
H -4.00890 3.31720 -4.29849
H -4.00122 4.71306 -2.24684
H -2.63919 4.01354 -0.30777
Br 0.83954 -5.67271 1.04667
C -0.28897 -4.18292 1.15942
C -1.59395 -4.29959 1.60832
C -2.37185 -3.15617 1.66904
C -1.82314 -1.94354 1.29901
N -0.55841 -1.83844 0.88133
C 0.19289 -2.94061 0.79310
H -1.99041 -5.26246 1.89938
H -3.39936 -3.20145 1.99954
H -2.40033 -1.02894 1.32656
H 1.20028 -2.83872 0.41496


3.
2 unconnected molecules or ions with the total composition CH7N3O at a distorted geometry. Source: the OMol25 dataset; level of theory: ωB97M-V/def2-TZVPD.

Values from the calculation:
**E_HOMO**: -9.998 eV
**Charge**: 0
**ΔE to the lowest compared entry with this formula, charge and spin**: 0.979 eV

Positions of all 12 atoms, in Å:
N -0.76209 -0.22187 0.55507
C -0.42854 0.07538 -0.64051
N -1.29810 -0.02040 -1.72086
N 0.87083 0.51111 -0.98231
H -1.76926 -0.34839 0.64593
H -2.23520 0.34515 -1.55878
H -0.92666 0.37307 -2.56348
H 1.53782 -0.24958 -1.06509
H 1.24882 1.09166 -0.24705
O 1.38058 -0.24023 2.38685
H 0.72682 -0.26102 1.67114
H 1.63103 -1.12351 2.60275


4.
A molecular structure, C33H59CsN8OS2Si2Te at a distorted geometry. Source: the OMol25 dataset; level of theory: ωB97M-V/def2-TZVPD.

Values from the calculation:
**E_HOMO**: 0.180 eV
**Charge**: -2

Positions of all 107 atoms, in Å:
Cs -0.76278 0.72851 2.34175
C 2.44241 1.77321 3.73397
N 1.81307 3.06637 3.82797
C 2.32206 4.00524 4.79448
C 1.63084 5.28883 4.36752
N 1.49481 5.09026 2.93697
C 0.81053 6.15099 2.22979
C 1.30388 3.72056 2.70642
N 0.95305 3.03305 1.68757
C 0.04402 3.52269 0.68900
C -2.31620 4.15572 0.38708
N -2.84855 2.83910 0.08670
C -4.03506 2.48255 0.34127
N -4.46585 1.16469 0.20109
C -3.48212 0.09454 0.21228
C -5.65233 0.99139 1.01318
C -6.29163 2.36992 0.92174
N -5.14378 3.24342 0.74467
C -5.38569 4.55111 0.17290
H 2.31434 1.23123 4.67210
H 3.51716 1.87312 3.52658
H 1.98668 1.21075 2.92668
H 3.41762 4.10191 4.72849
H 2.06062 3.70000 5.81003
H 2.21581 6.18599 4.57695
H 0.64359 5.37789 4.84099
H 1.31442 7.08843 2.47985
H -0.24645 6.22089 2.49731
H 0.88676 5.99894 1.15735
H -0.22323 2.67537 0.04486
H 0.49875 4.28535 0.03437
H -1.97650 4.60486 -0.55956
H -3.03645 4.82356 0.86019
H -2.66731 0.36670 -0.45673
H -3.95686 -0.82208 -0.13351
H -3.06776 -0.07396 1.20709
H -5.39652 0.74689 2.05291
H -6.29054 0.20229 0.61403
H -6.85869 2.63151 1.81768
H -6.96702 2.43012 0.05596
H -6.39418 4.58431 -0.25212
H -4.67254 4.75435 -0.62559
H -5.29938 5.34787 0.91611
C -0.26053 -2.29368 2.85000
H -1.11539 -2.92966 3.11165
H 0.61267 -2.73830 3.34547
C -0.03073 -6.01416 2.62627
Si -1.20603 -5.58857 1.23569
C -2.83707 -5.05113 1.99448
C -1.63970 -7.20062 0.33736
C -0.43542 -4.41966 0.05198
Te 0.03080 -2.39898 0.74927
C 2.83445 -3.00979 -1.28236
Si 4.20052 -3.98041 -0.71899
C 5.02142 -3.19058 0.79961
C 3.62740 -5.72388 -0.22721
C 5.75218 -4.36651 -1.80089
H -0.50931 -6.60658 3.41274
H 0.33365 -5.08085 3.06556
H 0.83632 -6.56799 2.25137
H -3.29231 -5.88459 2.53946
H -3.54434 -4.71995 1.22682
H -2.69545 -4.22228 2.69068
H -2.12959 -7.91643 1.00707
H -0.74721 -7.67915 -0.07814
H -2.32167 -6.99985 -0.49626
H -1.04809 -4.29233 -0.84490
H 0.53634 -4.81906 -0.26999
H 3.01571 -1.94256 -1.46727
H 2.20719 -3.44767 -2.07132
H 4.28013 -3.01552 1.58516
H 5.44603 -2.21684 0.52804
H 5.83083 -3.80449 1.21244
H 2.91994 -5.66728 0.60661
H 4.45403 -6.38202 0.06594
H 3.10446 -6.19677 -1.06728
H 6.23231 -3.43230 -2.11499
H 5.47342 -4.91017 -2.71127
H 6.50243 -4.96641 -1.26453
N 0.16582 0.43638 -1.16590
S -0.35194 0.99462 -2.50840
C -0.15344 -0.27595 -3.78640
C -0.63026 -0.05732 -5.07247
C -0.39759 -1.00838 -6.05430
C 0.31346 -2.16453 -5.74612
C 0.77256 -2.37740 -4.45568
C 0.53343 -1.43125 -3.46302
C 0.80912 2.15642 -3.28777
C 2.08144 1.77154 -3.68456
C 2.85744 2.64105 -4.43495
C 2.36042 3.88856 -4.79692
C 1.09680 4.27617 -4.38446
C 0.31631 3.40334 -3.62891
H 1.12091 0.07843 -1.20906
H -1.16095 0.86054 -5.30493
H -0.76708 -0.84988 -7.06084
H 0.51439 -2.89612 -6.51977
H 1.31714 -3.27799 -4.20152
H 0.87667 -1.60489 -2.44591
H 2.46116 0.79129 -3.41389
H 3.85213 2.34388 -4.74251
H 2.96053 4.55474 -5.40455
H 0.71543 5.25575 -4.64565
H -0.67596 3.68828 -3.29559
O -1.94789 2.55555 3.39723
S -1.52587 3.99554 2.96098
N -1.18657 4.11021 1.28920


5.
5 unconnected molecules or ions with the total composition H10O5. Source: the OMol25 dataset; level of theory: ωB97M-V/def2-TZVPD.

Values from the calculation:
**E_HOMO**: -11.330 eV
**Charge**: 0
**ΔE to the lowest compared entry with this formula, charge and spin**: 1.396 eV

Positions of all 15 atoms, in Å:
O 0.54936 1.17583 -1.52169
H 0.28563 0.95070 -0.62950
H 0.98977 0.39073 -1.84708
O 1.33355 -0.53489 2.89481
H 2.10171 -0.13999 3.30739
H 1.34900 -1.44759 3.18286
O -3.68545 -1.80387 2.00934
H -3.77075 -2.24207 1.16261
H -2.85994 -1.32316 1.94870
O -1.94814 4.38810 -0.86684
H -1.46559 3.58244 -1.05202
H -1.48254 5.06500 -1.35802
O 2.82186 -2.52791 -2.76390
H 3.60457 -2.51558 -2.21305
H 2.17695 -3.01775 -2.25361


6.
A molecular structure, C16H30IrN2OP2 at a distorted geometry. Source: the OMol25 dataset; level of theory: ωB97M-V/def2-TZVPD.

Values from the calculation:
**⟨S²⟩**: 8.798
**E_HOMO (spin up / spin down)**: -3.780 / -7.269 eV
**Charge**: 0
**ΔE to the lowest compared entry with this formula, charge and spin**: 0.701 eV
**2S+1**: 6

Positions of all 52 atoms, in Å:
Ir 0.68077 0.37500 0.81671
P -1.22206 0.70426 -2.74985
P 0.59032 -0.17534 2.95978
N 1.18148 -1.10249 -0.02303
H -0.66693 1.45111 -1.66488
C -0.40296 1.53337 -4.13869
H -0.92378 1.40174 -5.10270
H 0.60218 1.08894 -4.19342
H -0.31049 2.59699 -3.86600
C -2.97057 1.07770 -2.50179
H -3.50927 1.10597 -3.46261
H -3.06847 2.06250 -2.01272
H -3.45243 0.35214 -1.82409
C -0.87903 -1.07103 -2.75343
H -1.29762 -1.57433 -3.63759
H -1.27708 -1.55986 -1.85612
H 0.20644 -1.23180 -2.76257
C 2.22154 0.32755 3.59729
H 2.31665 0.02672 4.65252
H 2.29415 1.42148 3.47684
H 2.97631 -0.15609 2.95061
C -0.74474 0.72681 3.80620
H -0.44334 0.89043 4.84992
H -1.66717 0.13251 3.74723
H -0.91173 1.68423 3.29236
C 0.35671 -1.95108 3.28102
H 0.51187 -2.16784 4.34832
H 1.06650 -2.54504 2.68824
H -0.65945 -2.26361 2.99438
C 1.33158 -2.37429 -0.40348
C 2.57503 -4.17864 -1.44132
C 2.46659 -2.84002 -1.14541
C 0.28225 -3.28694 -0.09426
C 0.41870 -4.61864 -0.40032
C 1.55950 -5.07811 -1.06190
H 3.44635 -4.55614 -1.98126
H 3.21771 -2.11787 -1.46509
H -0.62188 -2.90921 0.38122
H -0.36903 -5.31585 -0.13040
H 1.63835 -6.14215 -1.29493
C -1.09734 3.04021 0.50646
O -0.97469 1.82609 0.83686
C -0.47146 3.66365 -0.67937
H -0.46326 4.75193 -0.52905
H -1.10085 3.48270 -1.56851
H 0.55814 3.31552 -0.84640
C -1.93097 3.96069 1.33843
H -1.27440 4.66959 1.86118
H -2.53295 3.44230 2.08914
H -2.58679 4.56030 0.69353
N 3.14636 2.07761 0.06941
C 2.18524 1.46631 0.35353


7.
11 unconnected molecules or ions with the total composition C28H72FN20O12P at a distorted geometry. Source: the OMol25 dataset; level of theory: ωB97M-V/def2-TZVPD.

Values from the calculation:
**E_HOMO**: -8.221 eV
**Charge**: 0

Positions of all 134 atoms, in Å:
C -2.01171 3.20361 -0.24672
C -0.87739 2.17321 0.12945
C -0.30473 2.65242 1.51007
C 0.21177 2.10234 -0.99635
P 0.44091 0.35423 -1.65522
C -0.32271 -1.09510 -0.78262
C 0.29731 -1.40160 0.63274
C -0.73767 -2.27705 1.37830
C -0.80977 -3.64499 1.01901
C -1.77858 -4.47115 1.65042
C -2.62968 -3.87886 2.60191
C -2.55538 -2.52407 2.98515
C -1.59069 -1.70764 2.34885
C -1.08978 0.64625 -2.77804
C -1.81460 -0.60556 -3.30921
C -0.91505 -1.63677 -4.04155
F -2.75309 -0.13186 -4.29774
O 1.91765 0.15150 -0.73118
C 3.06996 0.69736 -1.35216
C 4.08495 -0.41980 -1.67187
C 5.56657 0.07748 -1.68136
O 3.78781 -1.13804 -2.87268
H -2.34118 3.11903 -1.30020
H -1.69099 4.25255 -0.09473
H -2.92618 3.06707 0.36967
H -1.35002 1.16283 0.22121
H 0.71301 2.24206 1.64077
H -0.29776 3.75673 1.54860
H -1.01077 2.29788 2.28471
H -0.07722 2.71687 -1.87457
H 1.15218 2.53614 -0.61053
H 1.19599 0.08579 -2.83685
H -0.22060 -2.03646 -1.35546
H -1.39254 -0.87754 -0.59073
H 0.46663 -0.48426 1.22274
H 1.25148 -1.95326 0.55164
H -0.14819 -4.06484 0.25005
H -1.84375 -5.52713 1.34754
H -3.40314 -4.49946 3.08416
H -3.22938 -2.06593 3.72046
H -1.45746 -0.63320 2.54321
H -0.75232 1.21437 -3.67321
H -1.86307 1.27176 -2.28564
H -2.45068 -1.09997 -2.55041
H -1.46687 -1.95022 -4.94938
H 0.09801 -1.26891 -4.26893
H -0.83293 -2.55985 -3.43122
H 2.86294 1.36413 -2.21578
H 3.56732 1.34172 -0.57902
H 4.00886 -1.13258 -0.82079
H 6.04570 -0.44371 -2.53532
H 5.66991 1.16199 -1.86556
H 6.12976 -0.22832 -0.77951
H 3.92618 -2.07041 -2.65353
N -1.25252 5.81639 -3.62647
C -1.57678 6.28042 -2.37937
N -2.89369 6.56119 -2.20461
O -0.74519 6.42868 -1.49758
H -1.92056 5.68643 -4.36250
H -0.28817 5.59591 -3.79660
H -3.17268 6.90436 -1.30438
H -3.58931 6.45027 -2.91845
N 6.89019 -4.86036 -4.43652
C 6.38968 -4.04871 -3.46369
N 7.32051 -3.29177 -2.80770
O 5.20016 -4.00122 -3.19715
H 7.86334 -4.91416 -4.67097
H 6.23442 -5.43052 -4.93910
H 6.98645 -2.68281 -2.08149
H 8.30360 -3.31698 -3.00938
N -0.76624 -7.06353 3.68783
C -0.81162 -8.24274 3.01196
N 0.04276 -9.20415 3.46167
O -1.56585 -8.42642 2.06700
H -0.15727 -6.88728 4.46412
H -1.38481 -6.33478 3.37659
H 0.03319 -10.08640 2.98288
H 0.66919 -9.07535 4.23321
N -1.28525 -1.35395 6.19609
C -0.89035 -0.07140 5.96003
N -0.74101 0.70890 7.06029
O -0.68627 0.35783 4.83312
H -1.45994 -1.72260 7.11141
H -1.40396 -1.95188 5.39592
H -0.45641 1.65816 6.90494
H -0.90666 0.39965 7.99884
N 3.69591 2.17512 2.56093
C 4.45485 3.14513 1.97255
N 5.14687 3.94346 2.83859
O 4.50896 3.28672 0.76411
H 3.63420 2.03939 3.55201
H 3.17217 1.56956 1.95196
H 5.71475 4.66783 2.43866
H 5.11513 3.84319 3.83509
N -5.41026 -9.87641 0.77225
C -5.86443 -8.97992 1.69726
N -4.90256 -8.17575 2.22896
O -7.03892 -8.90782 2.01966
H -4.44918 -9.95027 0.49515
H -6.08810 -10.48794 0.35615
H -5.19611 -7.50324 2.91288
H -3.93030 -8.22326 1.97437
N -4.48548 4.18181 5.49084
C -3.52594 3.24063 5.73604
N -2.43962 3.29628 4.91208
O -3.63446 2.40907 6.62199
H -4.41663 4.87176 4.76706
H -5.29988 4.16863 6.07704
H -1.71599 2.61005 5.05407
H -2.33231 3.96926 4.17634
N -4.74605 -0.15552 1.57568
C -4.45889 0.12881 0.27521
N -5.51642 0.05352 -0.58198
O -3.33633 0.43049 -0.09893
H -5.66003 -0.40498 1.90269
H -3.98778 -0.10985 2.23288
H -5.33741 0.25746 -1.54943
H -6.44618 -0.19169 -0.29944
N -5.39620 10.24487 -4.72125
C -4.44206 9.28678 -4.54293
N -3.33262 9.42432 -5.32393
O -4.57036 8.37505 -3.74334
H -5.31038 11.00247 -5.37167
H -6.22628 10.17401 -4.16138
H -2.60800 8.73730 -5.21603
H -3.20588 10.16566 -5.98632
N 9.91881 1.63733 -4.43554
C 9.67869 0.35300 -4.04047
N 8.36324 0.03458 -3.88314
O 10.57464 -0.45119 -3.84246
H 9.19741 2.31269 -4.60291
H 10.87764 1.90581 -4.56090
H 8.15070 -0.90269 -3.59297
H 7.60909 0.67654 -4.04004